{"formula": "C19H33N3O4", "method": "ωB97M-V/def2-TZVPD", "species": ["C", "C", "C", "C", "O", "C", "O", "N", "N", "C", "O", "O", "C", "C", "C", "C", "H", "H", "H", "H", "H", "H", "H", "H", "H", "H", "H", "H", "H", "H", "H", "H", "H", "H", "C", "C", "N", "C", "C", "C", "C", "C", "C", "C", "H", "H", "H", "H", "H", "H", "H", "H", "H", "H", "H", "H", "H", "H", "H"], "positions_angstrom": [[4.60001, 1.35220, -0.27658], [4.25306, 0.03839, -0.94856], [3.64320, 0.23961, -2.32180], [5.50118, -0.82560, -1.04336], [3.33707, -0.76715, -0.10000], [2.12349, -0.24155, 0.19455], [1.70475, 0.84841, -0.16493], [1.43654, -1.25272, 0.95224], [0.43971, -0.83240, 1.61579], [-0.25500, -1.88822, 2.33335], [-0.25300, -3.07500, 2.08502], [-0.98336, -1.26484, 3.28518], [-1.74953, -2.12507, 4.21100], [-0.83721, -3.05709, 4.98454], [-2.81049, -2.90619, 3.46416], [-2.39480, -1.12555, 5.15859], [5.07932, 1.16682, 0.69345], [5.30584, 1.91723, -0.89648], [3.70339, 1.95713, -0.12833], [3.42056, -0.73255, -2.78082], [2.72345, 0.82398, -2.24551], [4.34039, 0.77039, -2.98039], [5.26646, -1.80806, -1.46748], [6.27020, -0.36273, -1.67497], [5.93708, -0.98207, -0.05003], [-0.06522, -2.48961, 5.52014], [-1.41764, -3.61822, 5.72601], [-0.36266, -3.77065, 4.30623], [-3.47870, -2.22392, 2.92305], [-2.33452, -3.59128, 2.75816], [-3.41386, -3.48711, 4.17165], [-3.04231, -0.43665, 4.60410], [-3.00386, -1.62515, 5.92184], [-1.62679, -0.53304, 5.66984], [-1.89606, -0.37874, -1.48450], [-1.78988, 0.74539, -2.27010], [-1.45011, 1.97342, -1.88231], [-1.23311, 3.07344, -2.80954], [-0.96016, 4.30322, -1.93395], [-0.98953, 3.83309, -0.47033], [-1.22052, 2.31004, -0.48494], [-2.11397, 0.44336, -3.72366], [-2.55244, -1.03235, -3.68826], [-2.24458, -1.58952, -2.25956], [-1.72737, -0.40489, -0.41245], [-0.38170, 2.86387, -3.48154], [-2.10886, 3.24179, -3.45862], [0.00955, 4.73676, -2.18975], [-1.73959, 5.04911, -2.11216], [-0.05393, 4.05972, 0.04839], [-1.81985, 4.30977, 0.05929], [-2.09596, 2.05146, 0.13297], [-0.34769, 1.76872, -0.07691], [-1.24783, 0.58365, -4.38586], [-2.91118, 1.08693, -4.12267], [-2.04803, -1.61798, -4.45724], [-3.63151, -1.07781, -3.86434], [-3.10421, -2.13348, -1.85490], [-1.39823, -2.29072, -2.31669]], "homo_ha": -0.245, "max_force_ev_per_a": 3.197, "spin_multiplicity": 1, "homo_lumo_gap_ev": 5.40, "lumo_energy_ev": -1.28, "e_tot_ev": -32897.298}

***

{"formula": "C19H34As3N2OPdS3", "method": "ωB97M-V/def2-TZVPD", "species": ["Pd", "C", "As", "C", "C", "C", "C", "C", "As", "C", "C", "C", "As", "C", "C", "H", "H", "H", "H", "H", "H", "H", "H", "H", "H", "H", "H", "H", "H", "H", "H", "H", "H", "H", "H", "H", "H", "H", "H", "H", "H", "H", "S", "C", "S", "C", "N", "N", "C", "C", "C", "C", "C", "C", "S", "H", "H", "H", "H", "H", "O", "H", "H"], "positions_angstrom": [[0.42910, 0.42440, 1.31493], [3.59554, -0.33552, 2.66341], [2.67471, -0.31967, 0.96051], [3.78190, 0.85648, -0.10872], [2.96403, -2.13678, 0.34492], [2.17661, -2.59873, -0.88969], [2.55203, -1.73392, -2.09785], [0.66439, -2.55954, -0.65194], [-0.26790, -0.86669, -0.46338], [-2.07556, -1.47180, -0.17550], [-0.34223, 0.07989, -2.14042], [2.59121, -4.04994, -1.21181], [2.14619, -5.68981, -0.16372], [1.90502, -5.09515, 1.69676], [0.23970, -5.89401, -0.59859], [4.63918, -0.60840, 2.50982], [3.12185, -1.05741, 3.32558], [3.54191, 0.65385, 3.11337], [4.68301, 0.33470, -0.42753], [4.05609, 1.71099, 0.50807], [3.23642, 1.21627, -0.97745], [2.72328, -2.76262, 1.20349], [4.03605, -2.23790, 0.15624], [2.33778, -0.67615, -1.92903], [2.00144, -2.04990, -2.98559], [3.61701, -1.82357, -2.31776], [0.40580, -3.08156, 0.27094], [0.14838, -3.06674, -1.47249], [-2.40377, -2.05867, -1.03379], [-2.71989, -0.60794, -0.03378], [-2.08851, -2.08913, 0.72021], [-0.49228, -0.64176, -2.94336], [0.56478, 0.65095, -2.31532], [-1.18797, 0.76307, -2.08980], [3.68051, -4.07028, -1.30490], [2.21161, -4.30582, -2.20701], [2.86236, -4.81402, 2.13496], [1.54042, -5.96829, 2.23865], [1.17867, -4.29187, 1.82498], [0.10399, -5.84620, -1.67921], [-0.40081, -5.15804, -0.11545], [-0.06786, -6.88609, -0.27068], [-0.70829, 5.70542, -1.76139], [-1.25552, 4.62447, -0.65820], [-0.28209, 3.27698, -0.08524], [-1.58816, 2.77510, 0.95621], [-2.63583, 3.50523, 0.86943], [-2.45752, 4.52526, -0.03136], [-3.55033, 5.44281, -0.17592], [-4.15864, 5.93338, 0.96923], [-5.22666, 6.80587, 0.84614], [-5.67593, 7.18603, -0.41139], [-5.05909, 6.68441, -1.54796], [-3.99311, 5.80532, -1.43670], [-1.48515, 1.38896, 2.03185], [-3.80053, 5.62399, 1.94160], [-5.70576, 7.19224, 1.73548], [-6.50707, 7.87184, -0.50483], [-5.40930, 6.97477, -2.52921], [-3.50696, 5.41311, -2.31795], [-0.32035, -2.17044, 2.87224], [-1.20269, -1.95624, 3.19756], [0.16479, -2.44520, 3.65837]], "homo_ha": [-0.369, -0.369], "max_force_ev_per_a": 0.338, "spin_multiplicity": 1, "charge": 1, "homo_lumo_gap_ev": [5.49, 5.49], "lumo_energy_ev": [-4.54, -4.54], "e_tot_ev": -243777.787}

***

{"formula": "C19H34BBrNiO8P2", "method": "ωB97M-V/def2-TZVPD", "species": ["Ni", "C", "C", "C", "O", "P", "O", "C", "P", "O", "O", "C", "C", "C", "O", "C", "C", "C", "O", "C", "C", "C", "H", "H", "H", "H", "H", "H", "H", "H", "H", "H", "H", "H", "H", "H", "H", "H", "H", "H", "H", "H", "H", "H", "H", "H", "H", "H", "H", "H", "H", "H", "Br", "O", "B", "O", "C", "C", "C", "C", "C", "C", "H", "H", "H", "H"], "positions_angstrom": [[-1.33937, -1.14226, 0.21758], [5.14348, -0.48154, -0.69591], [3.97174, 0.40980, -0.33743], [4.32865, 1.34583, 0.80105], [2.89504, -0.49123, 0.03801], [1.33514, -0.30985, 0.11797], [0.65639, -1.11302, 1.15651], [0.99593, 1.45815, 0.30077], [-0.77359, 1.83458, 0.42395], [-1.41778, 0.92881, 1.38503], [-0.88479, 3.38578, 0.71306], [-1.13747, 3.95365, 2.04253], [-0.10610, 3.46884, 3.04147], [-2.56423, 3.67844, 2.46899], [-1.27128, 1.66744, -1.04725], [-1.96819, 2.51061, -2.00055], [-3.29708, 2.96404, -1.43481], [-1.06476, 3.63618, -2.45899], [0.72766, -0.74381, -1.27223], [1.17851, -0.44270, -2.61826], [-0.06012, -0.44843, -3.48632], [2.18937, -1.48403, -3.04755], [5.98042, 0.12880, -1.03547], [4.88432, -1.18359, -1.48534], [5.45712, -1.04829, 0.18103], [3.64579, 0.97021, -1.21897], [4.48102, 0.77227, 1.71603], [3.57557, 2.10858, 0.98207], [5.26145, 1.85644, 0.55934], [1.43205, 2.03203, -0.52175], [1.45438, 1.77378, 1.23941], [-1.00145, 5.02019, 1.86231], [-0.19559, 2.39308, 3.20234], [-0.27162, 3.96386, 3.99876], [0.90494, 3.71029, 2.70934], [-2.72024, 2.61425, 2.63917], [-3.26750, 4.02238, 1.71109], [-2.77065, 4.21859, 3.39424], [-2.15535, 1.82370, -2.82563], [-3.15929, 3.72196, -0.66362], [-3.82975, 2.10916, -1.01824], [-3.90381, 3.39224, -2.23387], [-0.83279, 4.31043, -1.63450], [-1.56499, 4.20944, -3.24060], [-0.13519, 3.24132, -2.87339], [1.62532, 0.55958, -2.60990], [-0.49380, -1.44827, -3.50799], [0.19542, -0.14685, -4.50331], [-0.81406, 0.22131, -3.08172], [1.71865, -2.46742, -3.04686], [3.04847, -1.51417, -2.38145], [2.53516, -1.26611, -4.05913], [-3.18579, -1.26638, -1.18975], [-1.93710, -3.21534, 2.10999], [-1.61292, -2.90147, 0.78551], [-1.40134, -4.08283, 0.05684], [-1.58578, -5.10629, 0.94513], [-1.48858, -6.46332, 0.73505], [-1.73064, -7.28946, 1.83241], [-2.05650, -6.76391, 3.07678], [-2.15533, -5.38703, 3.27908], [-1.91159, -4.58331, 2.18979], [-1.23959, -6.86193, -0.23895], [-1.66554, -8.36282, 1.71021], [-2.23960, -7.43528, 3.90555], [-2.41079, -4.96509, 4.24130]], "homo_ha": [-0.286, -0.267], "max_force_ev_per_a": 0.536, "spin_multiplicity": 1, "e_above_lowest_kcal_mol": 18.4, "homo_lumo_gap_ev": [7.93, 7.42], "lumo_energy_ev": [0.15, 0.15], "e_tot_ev": -166982.061}